Below is a molecular structure, C40H28ClF6MnN6O5S, with properties calculated with ωB97M-V/def2-TZVPD.

Structure (XYZ):
```
88
Properties=species:S:1:pos:R:3:forces:R:3
Mn 0.1933 0.3189 -0.3472 0.067 0.686 -0.310
Cl -2.7206 -6.2845 -0.6374 -0.017 -0.102 -0.003
C -2.3414 -4.5799 -0.5715 0.043 0.029 0.011
C -3.3523 -3.6416 -0.8154 0.036 0.083 0.017
C -3.0630 -2.3062 -0.7623 -0.096 -0.094 -0.018
C -1.7595 -1.8139 -0.4721 0.136 -0.067 -0.027
O -1.5823 -0.5461 -0.4419 -0.084 0.157 0.230
C -0.7454 -2.7942 -0.2235 -0.116 -0.018 -0.078
C 0.6043 -2.4940 0.1307 -0.037 -0.072 -0.021
N 1.1247 -1.3177 0.2166 -0.194 -0.033 0.070
C 2.4643 -1.1480 0.5791 0.214 0.036 0.074
C 3.3026 -2.0828 1.1376 -0.154 -0.020 -0.023
C 4.6295 -1.7552 1.4633 0.178 0.056 0.032
C 5.1262 -0.4986 1.2556 0.057 -0.125 0.079
C 4.2919 0.4969 0.7056 -0.185 -0.036 -0.076
C 4.7015 1.8311 0.4952 -0.014 0.099 -0.014
C 3.8155 2.7309 -0.0169 0.177 0.077 0.044
C 2.5141 2.3052 -0.3344 -0.124 0.019 -0.149
N 2.1068 1.0778 -0.1669 -0.110 -0.173 0.059
C 2.9668 0.1656 0.3593 0.189 -0.008 0.068
C -1.0743 -4.1639 -0.2812 -0.009 0.030 -0.005
H -4.3535 -3.9826 -1.0451 -0.004 0.003 -0.005
H -3.8303 -1.5669 -0.9528 -0.010 0.006 -0.006
H 1.2260 -3.3668 0.3279 0.019 -0.010 -0.002
H 2.9480 -3.0798 1.3567 -0.038 0.001 0.022
H 5.2603 -2.5197 1.9002 0.007 0.012 0.002
H 6.1447 -0.2466 1.5245 0.007 -0.013 -0.004
H 5.7117 2.1229 0.7572 0.007 0.008 -0.012
H 4.0883 3.7643 -0.1803 0.012 -0.007 -0.007
H 1.7941 2.9951 -0.7576 -0.025 0.006 0.018
H -0.3006 -4.8960 -0.0821 -0.007 -0.010 -0.001
C -1.5112 7.2617 1.9152 -0.015 -0.016 0.019
C -2.7073 6.6051 1.2343 -0.043 0.055 0.031
C -3.2613 7.5227 0.1535 -0.006 -0.040 -0.008
C -4.4029 6.8557 -0.5954 0.033 -0.005 0.006
C -3.9046 5.5774 -1.2093 -0.025 0.052 -0.010
C -4.4197 5.0902 -2.3895 -0.017 0.014 -0.010
C -3.9369 3.9035 -2.9281 -0.001 -0.064 -0.061
F -4.4885 3.4639 -4.0810 0.050 0.035 0.085
C -2.9393 3.1892 -2.3284 -0.015 0.044 -0.043
C -2.4018 3.6727 -1.1299 -0.042 0.156 -0.038
C -1.3465 2.8893 -0.4738 0.089 -0.026 0.107
O -0.8142 1.9644 -1.0946 0.018 -0.125 -0.042
C -1.0268 3.2929 0.8694 -0.005 -0.137 -0.041
C -1.5114 4.4743 1.3262 -0.072 0.059 -0.040
N -2.3444 5.3009 0.6460 0.117 -0.076 -0.007
C -2.8778 4.8634 -0.5657 0.003 -0.109 -0.009
C -0.1615 2.4783 1.8272 -0.073 -0.016 0.006
O 0.1958 3.0432 2.8670 -0.027 0.040 0.031
O 0.0589 1.2779 1.5072 0.063 -0.270 -0.102
H -1.7757 8.2845 2.1853 -0.008 0.002 0.013
H -0.6596 7.2929 1.2338 -0.003 0.008 -0.007
H -1.2028 6.7492 2.8242 0.001 0.021 -0.017
H -3.4948 6.4283 1.9763 -0.018 0.035 0.010
H -2.4562 7.7682 -0.5460 0.000 0.017 -0.003
H -3.5837 8.4527 0.6228 -0.013 -0.005 0.022
H -4.8012 7.5119 -1.3702 0.002 -0.005 -0.007
H -5.2240 6.6449 0.0981 0.004 0.006 0.004
H -5.2090 5.6209 -2.9074 -0.002 0.009 0.007
H -2.5546 2.2663 -2.7425 -0.007 -0.006 0.000
H -1.2025 4.7786 2.3174 0.027 -0.011 -0.060
C 0.3169 -2.5237 6.4713 0.020 0.023 0.006
C 0.7834 -1.3476 5.6120 -0.020 -0.047 0.017
C -0.1615 -1.0692 4.4856 -0.050 0.074 0.000
N -0.2326 -1.7870 3.4201 0.265 -0.127 0.141
N -1.1633 -1.3619 2.5265 -0.202 -0.080 0.056
C -1.8047 -0.3153 2.9367 0.121 0.050 -0.014
N -2.7839 0.2943 2.1892 -0.123 0.001 0.012
S -1.3055 0.2376 4.5037 0.000 -0.044 -0.090
H 1.0232 -2.7225 7.2794 -0.001 -0.002 -0.001
H 0.2255 -3.4207 5.8596 -0.001 0.000 -0.004
H -0.6595 -2.3184 6.9132 -0.002 0.005 0.001
H 1.7603 -1.5637 5.1765 0.000 -0.013 -0.001
H 0.8963 -0.4512 6.2233 0.006 0.013 0.001
H -2.6529 0.0413 1.2080 0.027 0.080 -0.050
H -2.8092 1.2972 2.3083 0.015 -0.033 -0.025
F 0.7982 1.1679 -7.5568 0.005 -0.013 0.029
C 0.7346 0.8177 -6.2538 -0.008 0.017 -0.024
C 1.5669 1.4017 -5.3196 0.061 0.052 -0.037
F 2.4615 2.3293 -5.7186 -0.059 -0.061 0.023
C 1.4984 1.0470 -3.9862 0.088 0.086 0.077
F 2.3618 1.6533 -3.1362 -0.106 -0.049 -0.047
C 0.5916 0.0884 -3.4813 -0.293 0.026 -0.106
O 0.5016 -0.2768 -2.2659 0.269 -0.153 0.205
C -0.2393 -0.4811 -4.4844 -0.040 -0.049 0.039
F -1.1432 -1.4068 -4.1136 0.064 0.068 -0.026
C -0.1721 -0.1343 -5.8161 -0.030 -0.023 -0.034
F -0.9977 -0.7143 -6.7085 0.056 0.038 0.055
```
Forces are in eV/Å.

Computed properties:
- LUMO (alpha / beta): 1.9707 / 1.9703 eV
- <S²>: 0.81
- Charge: -1
- Calculated total energy: -132100.190 eV
- Spin multiplicity: 2
- Relative energy (zero: lowest compared OMol25 entry of this formula, charge and spin): 7.4 kJ/mol
- Kohn-Sham gap (alpha / beta): 6.39 / 5.94 eV

***

Below is a molecular structure, C40H29AsBrN3O4PtS, with properties calculated with ωB97M-V/def2-TZVPD.

Structure (XYZ):
```
80
Properties=species:S:1:pos:R:3:forces:R:3
Pt 0.1060 -0.0130 -0.1497 0.408 -0.010 -0.056
C -3.5792 0.1600 -1.4738 0.000 0.039 -0.038
O -2.6829 -0.6176 -0.6957 -0.055 -0.022 0.092
C -3.1976 -1.3436 0.3246 -0.078 0.036 -0.106
C -4.5276 -1.7290 0.4122 0.003 0.035 -0.060
C -4.9412 -2.4844 1.5000 0.043 -0.018 0.049
Br -6.7633 -2.9897 1.6086 0.007 0.000 0.004
C -4.0662 -2.8844 2.4845 -0.042 0.008 -0.065
C -2.7251 -2.5077 2.3937 0.057 -0.019 0.009
C -2.3084 -1.7164 1.3317 0.018 -0.141 -0.003
O -0.9899 -1.2848 1.2856 0.066 0.234 0.262
C -1.8075 -2.9832 3.4449 -0.001 -0.015 0.026
N -2.2228 -3.4781 4.5807 -0.013 0.024 -0.015
C -1.0751 -3.8502 5.2534 0.033 -0.007 0.004
C -0.9242 -4.4293 6.5140 -0.006 0.000 -0.002
C 0.3560 -4.7036 6.9479 0.006 0.000 0.001
C 1.4781 -4.4119 6.1535 -0.001 -0.002 -0.002
C 1.3499 -3.8380 4.9046 0.007 0.008 0.006
C 0.0548 -3.5649 4.4744 -0.022 -0.018 0.009
N -0.4425 -3.0072 3.3196 -0.004 0.032 -0.034
H -4.1311 -0.4616 -2.1823 0.002 -0.005 0.001
H -2.9642 0.8770 -2.0126 0.002 -0.039 -0.010
H -4.2815 0.7013 -0.8353 -0.002 -0.014 0.016
H -5.2355 -1.4499 -0.3536 0.004 0.004 -0.004
H -4.3809 -3.4850 3.3244 -0.012 -0.001 -0.001
H -0.8886 -0.5921 2.0218 -0.074 0.068 -0.008
H -1.7915 -4.6518 7.1211 0.000 0.000 0.000
H 0.5056 -5.1537 7.9207 0.000 0.001 0.000
H 2.4655 -4.6427 6.5316 0.000 -0.001 -0.001
H 2.2138 -3.6112 4.2937 -0.001 -0.003 0.000
H 0.0757 -2.6925 2.5153 -0.007 -0.023 0.004
S 1.4417 -1.8391 -0.6008 -0.076 -0.066 -0.023
C 3.0357 -1.1938 -0.9978 -0.018 0.035 0.083
C 4.1587 -2.0201 -0.9375 0.032 0.031 -0.021
C 5.4145 -1.5042 -1.2134 -0.005 0.003 0.004
C 5.5844 -0.1668 -1.5581 0.022 -0.001 -0.003
C 4.4739 0.6577 -1.6487 -0.030 -0.018 -0.080
C 3.2158 0.1382 -1.3792 -0.046 -0.142 0.051
As 1.5603 1.0632 -1.5790 -0.261 -0.179 -0.297
C 1.9930 2.9322 -1.5948 0.070 -0.052 0.266
C 2.4482 3.5038 -0.4102 -0.076 0.012 0.044
C 2.8447 4.8310 -0.3924 -0.020 0.031 -0.004
C 2.7863 5.5849 -1.5580 0.002 -0.005 0.023
C 2.3353 5.0110 -2.7369 -0.012 -0.013 -0.019
C 1.9389 3.6798 -2.7610 -0.019 0.061 -0.033
C 0.9911 0.6576 -3.3770 0.040 0.130 -0.041
C -0.2952 1.0271 -3.7575 -0.128 0.004 0.014
C -0.7474 0.7323 -5.0344 0.055 -0.032 -0.015
C 0.0803 0.0623 -5.9264 -0.005 0.007 0.000
C 1.3602 -0.3095 -5.5423 -0.005 -0.005 -0.016
C 1.8210 -0.0102 -4.2670 0.031 0.010 0.010
H 4.0436 -3.0586 -0.6543 -0.006 0.001 0.001
H 6.2785 -2.1531 -1.1449 0.002 0.000 -0.006
H 6.5728 0.2251 -1.7563 0.000 0.002 0.002
H 4.5805 1.6983 -1.9332 0.006 0.005 0.008
H 2.4848 2.9145 0.5002 0.019 -0.004 -0.013
H 3.1957 5.2771 0.5290 0.000 0.002 -0.004
H 3.0929 6.6228 -1.5449 0.002 -0.001 -0.003
H 2.2892 5.5989 -3.6444 0.003 0.002 0.002
H 1.5860 3.2365 -3.6833 -0.007 -0.016 0.010
H -0.9389 1.5410 -3.0521 0.071 0.013 -0.038
H -1.7479 1.0200 -5.3310 -0.002 0.001 -0.004
H -0.2755 -0.1737 -6.9210 0.004 -0.003 -0.004
H 2.0035 -0.8372 -6.2344 -0.002 -0.001 -0.001
H 2.8189 -0.3074 -3.9682 0.000 -0.002 0.007
O -1.0086 0.8384 2.7518 -0.018 -0.028 -0.090
C -1.1658 1.7243 1.9109 0.009 0.133 0.160
N -0.9673 1.5928 0.5707 0.149 -0.015 -0.114
C -1.2477 2.7881 -0.0761 -0.135 -0.123 0.126
O -1.1968 2.9636 -1.2729 0.076 0.085 -0.021
C -1.6463 3.7819 0.9744 -0.039 -0.009 -0.007
C -2.0220 5.1033 0.8786 0.002 -0.009 -0.006
C -2.3531 5.7567 2.0648 -0.001 0.002 0.008
C -2.3118 5.0949 3.2882 -0.001 0.002 -0.004
C -1.9360 3.7551 3.3713 0.010 0.008 0.001
C -1.6038 3.1250 2.1926 -0.038 -0.014 -0.035
H -2.0555 5.6068 -0.0786 0.002 0.002 0.003
H -2.6508 6.7969 2.0373 0.001 -0.001 -0.001
H -2.5785 5.6320 4.1890 0.001 0.000 0.000
H -1.9036 3.2291 4.3160 -0.003 0.001 0.000
```
Forces are in eV/Å.

Computed properties:
- LUMO: -0.2835 eV
- Calculated total energy: -199577.228 eV
- Relative energy (zero: lowest compared OMol25 entry of this formula, charge and spin): 0.0 kJ/mol
- Kohn-Sham gap: 7.34 eV

***

calculated total energy of number 2 (C40H29AsBrN3O4PtS)?
-199577.228 eV

***

Number 1 is which compound?
C40H28ClF6MnN6O5S

***

What is the calculated total energy in the first record?
-132100.190 eV